[1]
{"formula": "C23H27CoIN4O2Si", "method": "the ωB97M-V functional and the def2-TZVPD basis", "species": ["N", "I", "C", "C", "C", "H", "C", "N", "H", "H", "Co", "H", "H", "C", "C", "C", "C", "H", "H", "H", "C", "H", "H", "N", "O", "H", "C", "C", "H", "Si", "H", "C", "C", "H", "H", "H", "C", "C", "C", "C", "N", "C", "H", "H", "C", "C", "C", "H", "H", "H", "H", "H", "O", "C", "H", "H", "H", "H", "C"], "xyz": [[-0.6043, 1.5944, -0.7152], [-3.2656, 0.2470, 0.3299], [1.8191, 1.3911, -0.7663], [-1.7404, -2.9475, -2.1311], [-0.6068, -1.7605, 1.6963], [0.4735, -2.4441, 4.7987], [3.1327, -0.6548, -0.8106], [-1.1253, -2.0426, 0.4975], [0.2660, 2.0805, 1.6778], [-1.9012, -3.7918, -2.8041], [-0.8205, -0.2560, -0.1053], [-0.4477, 2.2055, 3.2839], [-3.7849, -3.7955, 0.2371], [-3.9130, 4.1959, -1.2731], [-0.3075, -2.5385, 2.8250], [3.0490, 2.1102, -0.7971], [3.1947, -2.1488, -0.8280], [-0.0511, -5.5477, -0.8679], [5.1661, 1.8835, -0.8308], [2.9480, 3.9904, -2.7248], [1.8567, -0.0075, -0.7610], [-3.0569, -5.3527, -0.1560], [-4.7574, 4.8598, -1.3945], [-0.3576, -0.4260, 1.7088], [0.7935, -0.7696, -0.7367], [0.6813, 3.1613, -1.0376], [-4.0763, 2.9818, -0.6307], [0.1579, 0.2310, 2.7617], [2.5793, 4.0264, 0.0674], [-1.3996, -3.5320, -0.3926], [2.6758, -2.5464, -1.7023], [-1.5864, 3.6854, -1.6347], [0.5862, 2.1012, -0.8408], [-2.7368, -4.6051, 1.4052], [-0.4913, -3.6030, 2.8245], [-2.6363, -2.3226, -2.1760], [0.4587, -0.5007, 3.8898], [-1.7147, 2.4795, -0.9412], [3.0922, 3.6167, -0.8047], [0.3314, 1.7152, 2.6974], [4.2434, 0.0328, -0.8320], [0.1123, -4.6196, -0.3157], [4.1305, 3.9490, -0.7491], [-2.5390, 5.4598, -2.3283], [-2.6695, 4.5325, -1.7879], [4.2044, 1.3838, -0.8205], [-2.8796, -4.3971, 0.3424], [0.9731, -4.1139, -0.7551], [-0.8948, -2.3753, -2.5216], [0.8638, 0.0027, 4.7555], [0.3700, -4.8932, 0.7098], [1.2932, 2.0054, 3.1176], [2.4312, 4.1829, -1.9350], [-2.9846, 2.1409, -0.4856], [-0.6465, 3.9702, -2.0870], [2.6992, -2.5620, 0.0526], [-5.0475, 2.6861, -0.2579], [4.2332, -2.4660, -0.8472], [0.2267, -1.8822, 3.9069]], "atomic_forces_ev_per_a": [[-0.032, 0.052, -0.008], [0.041, -0.041, -0.002], [0.046, -0.025, 0.005], [0.019, -0.011, 0.030], [0.040, 0.001, 0.045], [-0.001, 0.001, 0.000], [0.080, -0.034, 0.001], [-0.071, 0.053, -0.037], [0.006, 0.004, -0.008], [-0.007, -0.003, 0.003], [-0.037, -0.013, 0.037], [-0.006, -0.006, -0.005], [-0.002, 0.004, 0.007], [0.004, 0.017, -0.010], [-0.011, 0.001, -0.037], [-0.034, -0.010, 0.008], [-0.028, 0.002, -0.002], [-0.012, 0.003, -0.001], [0.005, -0.013, -0.001], [0.002, 0.001, 0.001], [-0.088, 0.006, -0.008], [-0.001, 0.003, -0.006], [-0.001, -0.002, 0.000], [-0.016, 0.032, -0.021], [0.068, 0.001, 0.019], [-0.026, 0.002, 0.003], [0.008, -0.029, 0.015], [0.012, -0.029, -0.012], [0.000, -0.003, 0.000], [0.037, -0.058, -0.032], [0.001, 0.001, -0.001], [-0.026, 0.021, -0.007], [0.034, -0.010, 0.005], [0.002, 0.001, 0.000], [0.000, 0.001, 0.003], [0.002, 0.007, -0.002], [0.005, 0.003, -0.012], [0.037, -0.040, 0.019], [-0.021, 0.010, -0.005], [0.000, 0.017, 0.011], [0.009, -0.039, 0.005], [-0.023, 0.018, 0.001], [0.007, -0.009, -0.003], [-0.001, 0.000, 0.000], [0.002, -0.005, 0.003], [-0.008, 0.049, -0.007], [0.019, 0.003, -0.006], [0.001, 0.003, -0.001], [-0.002, -0.002, -0.001], [0.000, 0.004, -0.001], [-0.003, 0.005, 0.001], [-0.002, -0.002, 0.003], [-0.001, -0.007, 0.008], [-0.046, 0.075, -0.027], [0.000, -0.010, 0.001], [0.001, -0.003, 0.001], [0.001, 0.000, 0.000], [0.004, 0.010, 0.001], [0.010, -0.009, 0.029]], "homo_lumo_gap_ha": 0.2482, "lumo_ev": -4.2, "homo_energy_ev": -10.99, "total_charge": 1, "energy_ev": -87945.9211}

=====

[2]
{"formula": "C3H5N", "method": "the ωB97M-V functional and the def2-TZVPD basis", "species": ["H", "C", "C", "H", "N", "H", "H", "C", "H"], "xyz": [[-1.7767, 1.3782, 0.7835], [1.0675, -0.3691, 0.1379], [-1.3815, 0.5277, 0.2458], [1.4510, -1.1641, -0.4972], [-1.7776, -0.6147, -0.0238], [-0.1485, 0.3701, -1.5510], [1.8544, 0.3774, 0.2696], [-0.1184, 0.2807, -0.4769], [0.8297, -0.7860, 1.1121]], "atomic_forces_ev_per_a": [[-0.096, 0.128, 0.072], [-0.370, 0.657, 0.115], [0.992, -2.532, -1.290], [0.070, -0.050, -0.136], [-5.346, -1.087, 2.157], [-0.004, 0.182, -0.030], [0.363, -0.143, 0.099], [4.404, 2.940, -1.146], [-0.012, -0.096, 0.159]], "multiplicity": 3, "homo_lumo_gap_ha": [0.2789, 0.3649], "lumo_ev": [1.2, -1.2], "s2": 2.017, "homo_energy_ev": [-6.40, -11.17], "energy_ev": -4676.6304}

=====

[3]
{"formula": "C5H4O3", "method": "the ωB97M-V functional and the def2-TZVPD basis", "species": ["O", "O", "H", "C", "H", "C", "C", "H", "O", "C", "C", "H"], "xyz": [[1.3011, -1.2327, 1.1417], [1.5940, 2.0292, -0.2553], [2.3074, -1.8110, -0.8342], [-0.6183, 0.9697, 0.6194], [-0.4929, 0.3679, 1.4714], [-2.5539, -0.6138, -0.4865], [1.2079, -0.6512, 0.0088], [-3.2891, -1.2145, -1.1180], [2.2355, -0.8387, -0.8930], [-1.5463, 0.0444, -0.2160], [0.8456, 0.9623, -0.1257], [-0.9909, 1.9884, 0.6874]], "atomic_forces_ev_per_a": [[-2.299, 1.978, -4.830], [-4.037, -7.090, 0.053], [1.021, 0.154, -0.247], [0.675, -0.401, -4.637], [0.398, -0.036, 1.680], [1.133, 0.016, -1.639], [5.942, 1.699, 3.574], [1.342, 1.197, 1.579], [-2.470, -1.727, -0.016], [-1.673, 0.364, 1.097], [0.107, 4.076, 3.008], [-0.139, -0.232, 0.378]], "homo_lumo_gap_ha": 0.3423, "lumo_ev": -0.9, "homo_energy_ev": -10.19, "energy_ev": -11387.1843, "smiles": "C#CCC(=O)C(=O)O"}

=====

[4]
{"formula": "C23H42MnN5O", "method": "the ωB97M-V functional and the def2-TZVPD basis", "species": ["H", "H", "C", "C", "N", "C", "H", "H", "C", "H", "C", "C", "C", "H", "H", "C", "H", "C", "H", "H", "H", "C", "H", "H", "C", "H", "N", "H", "C", "C", "H", "H", "H", "H", "C", "O", "H", "H", "H", "H", "H", "H", "C", "H", "C", "H", "H", "N", "C", "H", "H", "H", "N", "H", "H", "C", "Mn", "H", "H", "H", "H", "H", "C", "C", "H", "H", "H", "N", "C", "C", "H", "C"], "xyz": [[-2.3254, -2.2744, 1.4072], [0.2599, -0.8043, -0.1737], [-4.2956, -0.4203, 2.2555], [0.7087, 0.0025, 5.1144], [2.4330, 0.1467, -4.5801], [-4.4404, 3.9026, -3.1935], [-4.1271, 3.0224, -3.7485], [-4.5999, -2.3839, 0.3364], [2.7707, -1.9201, -1.3189], [-5.1033, -3.5324, 1.6023], [3.5379, 0.3943, -4.7782], [1.8110, -0.8107, 5.6417], [-3.6914, -1.5681, 2.9367], [-1.1038, -2.3343, 4.1778], [-4.4528, -1.9886, 3.5995], [4.9249, 0.7667, -5.0173], [3.1331, -0.7108, 0.2984], [5.0778, 2.0370, -2.8021], [-0.0830, -2.3960, 2.7751], [5.3260, 0.0072, -5.6919], [-5.0942, 1.8123, -1.4329], [-0.1093, -2.0707, 3.8213], [2.8189, -1.1857, 2.6297], [0.6761, -0.1965, 2.9227], [5.7292, 1.0136, -3.7420], [-4.3562, 4.8098, -1.2718], [-4.7715, 0.4776, 1.7268], [1.1652, 1.9878, -0.3050], [-0.5514, -0.0817, -0.3463], [1.1483, 1.4958, -1.2795], [0.5934, -2.7186, 4.3443], [5.8919, 0.1058, -3.1542], [1.9161, 0.7117, -1.1713], [-1.4583, -0.6578, -0.5275], [3.1401, -2.2131, 2.4524], [-0.1284, 0.0914, -2.7291], [5.1877, 3.0641, -3.1313], [-0.0736, 0.0109, 5.8729], [-2.8816, -1.2196, 3.5788], [-4.6058, 2.6389, 0.0323], [4.0907, 1.7001, -2.4804], [-0.8152, -0.1012, 3.6467], [-5.0409, 2.7952, -0.9533], [-3.9035, -4.0686, 0.5289], [-5.8597, 4.2043, -3.4314], [-2.8214, -3.4919, 2.5837], [4.4454, -1.8949, -0.1004], [2.2459, -2.0396, -2.3291], [-4.2567, -3.1586, 1.0149], [3.0111, -3.7151, 0.9069], [-0.6555, 0.5238, 0.5559], [1.4223, 2.1301, -2.1178], [2.6536, -1.4835, 6.0270], [1.1548, 0.9914, 4.9995], [1.6591, -2.5974, 1.0115], [-4.1652, 3.8146, -1.6705], [0.8486, -1.1519, -3.7419], [4.1987, -2.3432, 2.6784], [-6.0837, 3.1059, -0.9003], [5.6276, 1.9479, -1.8570], [6.7383, 1.3258, -4.0089], [-0.9242, 1.6012, -1.6504], [0.1634, -0.5748, 3.8096], [2.7502, -2.6669, 1.0452], [4.8990, 1.7125, -5.5689], [-3.9430, 4.7910, -3.5957], [-3.1135, 3.5452, -1.5996], [-6.9598, 4.4704, -3.5977], [3.3715, -1.7336, -0.0046], [-3.1748, -2.6514, 1.9847], [2.6256, -2.7997, 3.2135], [-0.1852, 0.8016, -1.5294]], "atomic_forces_ev_per_a": [[0.022, 0.047, 0.130], [-0.048, 0.055, -0.006], [0.269, -0.255, 0.168], [0.711, -0.305, 0.159], [0.239, -0.640, -0.167], [-0.531, 0.962, 0.387], [-0.071, -0.094, 0.021], [0.029, -0.121, -0.214], [0.077, 0.009, 0.248], [-0.126, 0.345, -0.067], [-0.432, 0.208, 0.216], [-0.314, -0.035, -0.090], [-0.033, -0.179, 0.124], [0.011, 0.198, 0.223], [0.007, -0.002, -0.047], [0.016, 0.287, -0.330], [0.325, 0.102, -0.145], [0.966, -0.972, 0.852], [-0.118, -0.182, 0.090], [0.236, 0.043, 0.131], [0.395, 0.098, -0.163], [0.119, -0.553, -1.018], [0.292, 0.094, -0.058], [0.669, -0.474, 0.205], [0.029, -0.111, 0.683], [0.299, -0.019, 0.233], [-0.056, 0.199, -0.173], [-0.141, 0.495, -0.266], [0.244, -0.167, -0.069], [0.355, -0.904, 0.438], [0.212, 0.374, 0.174], [-0.253, -0.217, -0.324], [-0.014, 0.082, -0.275], [-0.104, 0.166, 0.011], [-0.038, -0.287, 0.263], [0.174, -1.009, -0.731], [-0.554, 0.072, -0.144], [0.033, 0.222, 0.038], [-0.064, 0.155, -0.013], [-0.466, -0.063, 0.183], [-0.356, 0.520, -0.541], [0.051, 0.071, 0.211], [0.215, -0.218, 0.018], [0.120, 0.336, -0.512], [0.484, -0.493, -0.067], [0.074, 0.080, 0.053], [0.047, 0.226, 0.121], [-0.276, -0.081, -0.451], [0.114, -0.567, 1.085], [0.116, 0.057, -0.269], [-0.158, -0.069, 0.016], [0.006, 0.272, 0.158], [0.330, -0.183, 0.067], [-0.516, 0.211, -0.072], [0.033, -0.040, -0.353], [-0.441, -0.434, -1.142], [0.117, 1.394, 1.017], [0.069, 0.279, -0.189], [0.091, 0.270, 0.270], [0.157, 0.339, -0.138], [-0.101, 0.151, -0.237], [-0.267, -0.127, 0.088], [-1.225, 0.668, 0.005], [-0.310, 0.062, 0.831], [-0.110, -0.123, -0.147], [0.374, -0.292, -0.077], [0.136, 0.178, 0.368], [-0.479, 0.113, -0.049], [-0.352, -0.440, -0.026], [-0.380, -0.041, -0.550], [-0.064, -0.124, -0.156], [0.136, 0.384, -0.014]], "multiplicity": 6, "homo_lumo_gap_ha": [0.3066, 0.3113], "lumo_ev": [-3.9, -4.1], "s2": 8.756, "homo_energy_ev": [-12.25, -12.55], "total_charge": 1, "energy_ev": -65343.5126}

=====

[5]
{"formula": "C23H20F10N4O5Sr", "method": "the ωB97M-V functional and the def2-TZVPD basis", "species": ["O", "O", "C", "F", "H", "Sr", "C", "H", "C", "H", "C", "N", "F", "F", "H", "H", "H", "H", "H", "C", "C", "H", "H", "C", "O", "C", "C", "C", "O", "H", "F", "H", "F", "H", "H", "C", "C", "C", "C", "C", "C", "H", "N", "C", "C", "H", "H", "F", "C", "C", "N", "H", "C", "N", "H", "H", "O", "C", "F", "F", "C", "F", "F"], "xyz": [[-0.4867, 1.1006, 2.9784], [1.2568, -2.1638, 2.5240], [-0.9502, 2.3034, -1.5730], [-2.7381, 2.6479, -0.0252], [3.0884, 2.8838, 0.1762], [0.2531, -0.3965, 1.1273], [2.0181, -1.7221, -3.2763], [-2.0094, 0.9992, 0.4112], [1.2840, 2.3216, -0.8478], [3.2393, 0.4782, -1.7089], [0.5759, -3.0486, 3.1247], [2.4038, 1.0992, 1.0735], [3.2238, -1.1510, -3.5454], [-3.8377, 3.1927, -4.5770], [2.8556, 0.3214, 2.9585], [-2.8596, -2.2513, 1.4988], [-1.4245, -3.4429, 3.8506], [-3.5573, -1.6570, 3.0191], [-2.1691, -1.0470, 4.7627], [0.2366, -3.0731, -4.1872], [3.1197, -0.2938, -0.9399], [1.3981, 3.3106, -1.3263], [-4.1054, -0.1555, 1.2623], [-3.0659, -0.1362, 1.6140], [0.9961, -4.0012, 3.7917], [0.1393, -2.2263, -1.9496], [-1.1090, 0.6905, 4.0018], [-1.6024, 2.6386, -3.9446], [-1.5288, 1.3636, 4.9519], [-2.9610, 0.6809, 2.3297], [-1.6089, -3.5538, -2.7952], [-0.4198, -1.2090, 4.6072], [2.1274, -2.5438, -5.4792], [4.3910, 0.8407, 0.3769], [1.9617, 1.8426, 2.9804], [-0.6665, 2.3443, -2.9744], [-2.9198, 2.9039, -3.6223], [1.4612, -2.4467, -4.3113], [-0.4211, -2.9484, -2.9714], [-0.9662, -2.9345, 2.9910], [-2.3234, 2.5989, -1.3177], [1.5946, 3.0013, 1.1419], [-0.1190, 2.0643, -0.5601], [-1.3155, -0.8371, 4.1029], [2.1329, 2.3829, 0.4210], [3.7133, 1.8362, 2.5917], [3.9150, -1.0291, -1.1360], [-4.5309, 3.1619, -1.9193], [-2.7705, -1.4768, 2.2651], [-3.2642, 2.8730, -2.2805], [-1.4316, -1.5590, 2.8346], [1.7155, 1.6032, -1.5404], [2.7576, 1.2961, 2.4752], [1.8040, -0.8929, -0.9262], [3.5998, -0.5684, 1.1077], [-1.2334, -3.4975, 2.0915], [-2.1800, 0.0507, 0.5199], [1.3940, -1.5512, -2.0053], [0.5680, 2.0150, -3.4305], [-0.5504, -2.1783, -0.7769], [3.4388, 0.2804, 0.4372], [-1.2351, 2.6410, -5.2410], [-0.3021, -3.7759, -5.2119]], "atomic_forces_ev_per_a": [[0.052, -0.057, -0.014], [-0.120, -0.010, 0.006], [0.031, 0.029, -0.002], [-0.011, 0.136, -0.008], [0.005, -0.007, 0.060], [0.147, 0.235, -0.351], [-0.010, 0.019, 0.031], [-0.007, -0.036, 0.066], [0.068, -0.001, 0.024], [0.009, 0.010, 0.004], [0.129, -0.028, 0.290], [0.127, 0.086, -0.051], [-0.003, 0.008, 0.029], [-0.001, -0.007, -0.004], [0.008, 0.015, 0.026], [-0.014, 0.021, -0.016], [-0.016, 0.034, -0.017], [0.068, -0.088, 0.038], [-0.024, 0.015, -0.042], [0.027, 0.026, 0.023], [0.008, 0.018, 0.078], [0.006, -0.023, 0.018], [0.027, 0.054, -0.036], [-0.105, -0.058, 0.095], [-0.052, 0.005, -0.099], [-0.018, -0.075, -0.035], [-0.077, 0.116, 0.098], [-0.067, 0.019, 0.032], [0.012, -0.054, -0.028], [-0.008, -0.007, 0.007], [-0.012, -0.014, -0.016], [-0.007, 0.005, 0.013], [0.008, 0.002, -0.012], [-0.024, 0.030, 0.036], [0.010, 0.009, -0.003], [0.023, 0.043, 0.067], [0.020, 0.016, 0.008], [-0.084, -0.042, 0.019], [0.049, 0.023, -0.021], [0.056, -0.090, -0.092], [-0.069, -0.022, -0.127], [0.016, 0.021, 0.006], [0.003, -0.042, 0.019], [0.102, -0.003, 0.043], [-0.044, -0.011, -0.136], [-0.021, 0.029, -0.037], [-0.014, 0.000, -0.024], [-0.002, -0.002, -0.007], [-0.054, 0.106, -0.009], [0.037, -0.001, 0.029], [-0.169, -0.136, 0.116], [0.015, 0.016, 0.023], [-0.046, -0.027, 0.090], [0.102, -0.111, -0.219], [0.017, 0.009, 0.013], [-0.027, -0.014, -0.002], [-0.128, -0.136, 0.050], [0.019, 0.010, 0.020], [-0.029, -0.016, -0.083], [0.035, 0.052, 0.011], [0.041, -0.086, 0.015], [0.002, -0.010, -0.020], [-0.012, -0.006, 0.007]], "homo_lumo_gap_ha": 0.2374, "lumo_ev": 4.5, "homo_energy_ev": -1.92, "total_charge": -2, "energy_ev": -68387.9747}

=====

[6]
{"formula": "C2H4N2S", "method": "the ωB97M-V functional and the def2-TZVPD basis", "species": ["H", "H", "N", "H", "H", "C", "S", "C", "N"], "xyz": [[-1.2098, -2.1178, -0.0325], [0.0230, -0.7565, 0.3172], [-1.8999, -0.1806, -0.1097], [-2.8297, -0.5260, -0.3509], [3.6386, 1.8546, 0.1084], [2.9116, 1.0924, 0.0320], [-1.8024, 1.4507, 0.0023], [-0.9743, -1.0737, 0.0722], [2.1429, 0.2569, -0.0392]], "atomic_forces_ev_per_a": [[-0.207, -0.138, -0.068], [0.130, 0.186, 0.015], [0.282, -1.736, 0.015], [0.266, -0.134, 0.045], [0.253, 0.345, 0.009], [0.256, 0.213, 0.044], [0.065, 1.461, 0.088], [-0.574, 0.380, -0.104], [-0.472, -0.576, -0.044]], "homo_lumo_gap_ha": 0.3010, "lumo_ev": 0.4, "homo_energy_ev": -7.77, "energy_ev": -15951.9400, "smiles": "C=[NH+][S-].C#N"}

=====

What did the sixth record say?
{"formula": "C2H4N2S", "method": "the ωB97M-V functional and the def2-TZVPD basis", "species": ["H", "H", "N", "H", "H", "C", "S", "C", "N"], "xyz": [[-1.2098, -2.1178, -0.0325], [0.0230, -0.7565, 0.3172], [-1.8999, -0.1806, -0.1097], [-2.8297, -0.5260, -0.3509], [3.6386, 1.8546, 0.1084], [2.9116, 1.0924, 0.0320], [-1.8024, 1.4507, 0.0023], [-0.9743, -1.0737, 0.0722], [2.1429, 0.2569, -0.0392]], "atomic_forces_ev_per_a": [[-0.207, -0.138, -0.068], [0.130, 0.186, 0.015], [0.282, -1.736, 0.015], [0.266, -0.134, 0.045], [0.253, 0.345, 0.009], [0.256, 0.213, 0.044], [0.065, 1.461, 0.088], [-0.574, 0.380, -0.104], [-0.472, -0.576, -0.044]], "homo_lumo_gap_ha": 0.3010, "lumo_ev": 0.4, "homo_energy_ev": -7.77, "energy_ev": -15951.9400, "smiles": "C=[NH+][S-].C#N"}